Entry from the Open Molecules 2025 dataset: C24H50ClIP2PtSi2 as an isolated structure at a distorted geometry (ωB97M-V/def2-TZVPD).

Spin multiplicity = 5
LUMO energy (spin up / spin down) = 0.4160 / -1.8706 eV
Strongest force on any atom = 2.00 eV/A
HOMO (spin up / spin down) = -2.566 / -8.210 eV

```
81
Properties=species:S:1:pos:R:3:forces:R:3
Pt 0.00352 -0.00077 0.00042 -0.56 0.11 -1.91
C 2.64438 0.11446 1.85739 0.25 0.02 0.18
C 2.50929 -0.98953 1.00270 0.61 0.48 -0.29
C 2.23801 -0.44876 -0.33359 -0.26 1.39 0.64
Si 2.32536 -2.75232 1.56472 -0.51 0.08 0.06
C 2.08040 0.98445 -0.19351 0.03 -1.53 0.36
C 2.25451 1.30546 1.22599 0.73 -0.30 -0.33
Si 1.70111 2.84223 2.11167 -0.53 -0.17 0.02
H 2.98640 0.05224 2.88524 -0.58 -0.07 0.05
H 2.43196 -0.94401 -1.27530 -0.17 0.11 0.14
H 2.13949 1.68076 -1.01816 -0.14 -0.16 0.09
Cl -3.80402 -0.16220 -3.23663 -0.17 -0.11 0.57
C 1.94651 2.62293 3.95177 0.09 0.03 -0.02
C 2.66472 4.31629 1.50885 0.21 0.17 -0.01
C 2.55350 -2.83948 3.41790 0.10 0.00 -0.04
C 3.57836 -3.83432 0.71351 0.22 -0.12 -0.03
H 3.73532 4.07113 1.57325 -0.22 0.17 -0.04
H 2.46984 5.17686 2.16075 0.06 -0.05 -0.18
H 2.43480 4.59463 0.47306 0.06 -0.03 0.20
H 1.29588 1.83097 4.34737 0.16 0.18 -0.10
H 1.71456 3.56736 4.46386 0.06 -0.25 -0.02
H 2.99416 2.36299 4.16016 -0.22 0.07 0.06
H 4.56497 -3.36026 0.81968 -0.16 -0.20 -0.07
H 3.37569 -3.98145 -0.35438 0.06 0.01 0.20
H 3.61136 -4.81322 1.20834 0.05 0.10 -0.18
H 3.52434 -2.40363 3.69417 -0.20 -0.14 0.05
H 2.54038 -3.89256 3.73251 0.01 0.26 0.04
H 1.75372 -2.29738 3.94087 0.20 -0.12 -0.12
C -0.15688 2.99092 1.73205 0.08 0.56 0.39
C 0.54161 -3.23139 1.12675 0.10 -0.58 0.18
P -0.70730 2.22691 0.16073 0.14 0.98 0.37
H -0.45206 4.05007 1.81281 0.03 -0.19 -0.02
H -0.69269 2.44350 2.52679 0.23 0.19 -0.26
P -0.19944 -2.32116 -0.28515 0.41 -0.95 0.20
H -0.08740 -2.97233 1.99662 0.28 -0.11 -0.29
H 0.48524 -4.32505 0.99386 -0.01 0.21 0.05
C -1.85802 -3.11506 -0.54922 -0.14 0.14 -0.18
C 0.76555 -2.99014 -1.75107 -0.07 0.23 0.35
C 0.05588 3.36069 -1.12679 -0.01 -0.30 0.32
C -2.50601 2.67609 0.01887 -0.06 -0.13 -0.23
C -3.39912 1.46338 0.23961 -0.23 -0.13 -0.01
H -2.60521 2.99858 -1.03172 -0.09 -0.07 0.32
C -2.97067 3.80471 0.94421 0.03 0.14 -0.08
H -2.85732 3.51800 1.99580 -0.03 0.08 -0.16
H -4.03840 3.96861 0.75272 0.15 0.02 0.09
H -2.45707 4.75827 0.77578 -0.04 -0.24 0.10
H -3.22746 0.70042 -0.52331 0.03 0.11 0.17
H -4.44712 1.78274 0.17721 0.11 -0.14 0.00
H -3.23041 1.02731 1.23246 -0.06 0.04 -0.23
H 1.13910 3.27428 -0.95264 -0.30 0.13 -0.10
C -0.32665 4.83960 -0.98624 0.10 0.05 -0.14
C -0.26482 2.85644 -2.53353 0.33 0.31 -0.28
H -0.06736 5.27520 -0.01155 -0.12 -0.20 -0.22
H -1.39580 4.99493 -1.17960 0.23 -0.01 0.07
H 0.22763 5.40149 -1.75249 -0.16 -0.05 0.18
H 0.06782 1.82541 -2.69725 -0.15 0.08 0.14
H 0.25642 3.49758 -3.25899 -0.14 -0.09 0.03
H -1.33847 2.91845 -2.74860 0.15 -0.09 0.04
H 1.80653 -2.70049 -1.54235 -0.26 -0.18 -0.12
C 0.31128 -2.30909 -3.04322 0.36 -0.18 -0.30
C 0.72313 -4.51620 -1.90207 0.10 0.02 -0.15
H 1.09156 -5.05785 -1.02070 -0.15 0.19 -0.18
H 1.37223 -4.78654 -2.74842 -0.17 -0.03 0.19
H -0.28941 -4.86465 -2.14220 0.22 0.04 0.06
H 0.40318 -1.21830 -2.99769 -0.12 -0.13 0.12
H -0.72727 -2.56252 -3.28980 0.14 0.10 0.06
H 0.94652 -2.66753 -3.86656 -0.16 0.05 0.05
C -2.98931 -2.19518 -0.11070 -0.25 0.10 0.02
C -2.04340 -4.47635 0.12865 0.07 -0.12 -0.11
H -1.91129 -3.23933 -1.64458 -0.09 -0.01 0.33
H -1.97209 -4.38159 1.21807 -0.02 -0.05 -0.17
H -1.33380 -5.24069 -0.20876 -0.10 0.20 0.14
H -3.05284 -4.83269 -0.11417 0.18 0.01 0.09
H -2.89815 -1.93905 0.95268 -0.05 -0.02 -0.24
H -3.94479 -2.71403 -0.25984 0.09 0.15 0.02
H -3.00249 -1.27538 -0.69983 0.05 -0.14 0.14
C -2.65113 0.16578 -4.52576 -0.23 0.15 -0.80
H -1.62775 0.23490 -4.15577 -0.21 -0.05 0.14
H -2.77365 -0.64030 -5.24894 0.30 0.08 0.03
H -2.98043 1.09496 -4.99645 0.32 -0.08 0.06
I -0.97872 -0.37923 2.71774 -0.01 -0.04 0.51
```
Forces are in eV/Å.